# 1
Below is a molecular structure, C18H18BF4MnN4, with properties calculated with ωB97M-V with the def2-TZVPD basis set.

Cartesian coordinates (Å):
Mn: 0.0108 -0.7135 -0.6451
C: 0.0296 1.9018 0.5846
N: 0.0099 1.3100 -0.7878
C: 1.2258 1.6745 -1.5538
C: 2.3948 0.8479 -1.0955
C: 3.6785 1.3542 -1.0961
C: 4.7302 0.5082 -0.7705
C: 4.4464 -0.8058 -0.4552
C: 3.1273 -1.2325 -0.4572
N: 2.1076 -0.4276 -0.7691
C: -1.2203 1.6806 -1.5271
C: -2.3810 0.8479 -1.0594
C: -3.6642 1.3546 -1.0299
C: -4.7110 0.5037 -0.7018
C: -4.4227 -0.8159 -0.4155
C: -3.1040 -1.2428 -0.4463
N: -2.0886 -0.4329 -0.7593
C: -0.0102 0.8697 1.6861
C: -0.0361 1.2232 3.0247
C: -0.0607 0.2198 3.9778
C: -0.0591 -1.1066 3.5693
C: -0.0342 -1.3864 2.2184
N: -0.0098 -0.4078 1.3033
H: -0.8206 2.5783 0.6910
H: 0.9338 2.5038 0.6934
H: 1.4335 2.7455 -1.4855
H: 1.0342 1.4413 -2.6035
H: 3.8536 2.3888 -1.3584
H: 5.7482 0.8733 -0.7672
H: 5.2285 -1.5066 -0.2021
H: 2.8711 -2.2489 -0.2072
H: -1.0475 1.4589 -2.5825
H: -1.4276 2.7505 -1.4437
H: -3.8427 2.3937 -1.2713
H: -5.7285 0.8692 -0.6747
H: -5.2009 -1.5211 -0.1623
H: -2.8445 -2.2634 -0.2178
H: -0.0367 2.2665 3.3115
H: -0.0809 0.4698 5.0298
H: -0.0778 -1.9160 4.2843
H: -0.0333 -2.3977 1.8328
F: 1.1244 -3.2247 -0.2956
B: 0.0160 -3.4135 -1.1330
F: 0.0153 -2.2013 -2.0354
F: -1.1096 -3.2449 -0.3171
F: 0.0331 -4.5254 -1.8800

Atoms 1-6, force components in eV/Å:
Mn -0.02 -0.08 -0.16
C 0.00 -0.05 -0.04
N 0.01 0.03 -0.09
C -0.06 -0.03 0.05
C 0.02 -0.03 -0.02
C 0.03 -0.03 0.00

## Properties
lowest unoccupied orbital energy (spin up / spin down)	-2.85 / -2.92	eV
charge	+1
HOMO energy (spin up / spin down)	-12.0 / -11.3	eV
multiplicity	2
strongest force on any atom	0.28	eV Å⁻¹
ΔE to the lowest compared entry with this formula, charge and spin	0.159	eV
orbital gap (spin up / spin down)	0.33495 / 0.30975	Eh

***

# 2
Below is a single C5H7N molecule, with properties calculated with ωB97M-V with the def2-TZVPD basis set.

Cartesian coordinates (Å):
C: 0.0642 -1.5656 -0.9916
C: -0.1430 -1.7815 0.3221
N: -0.1484 -0.5482 0.9721
C: -0.0379 0.4400 0.0326
C: 0.0970 -0.1398 -1.1946
C: 0.1190 1.8800 0.4242
H: 0.1492 -2.2356 -1.8320
H: -0.3156 -2.6851 0.8873
H: -0.7137 -0.4574 1.8011
H: 0.4455 0.3734 -2.0768
H: -0.5624 2.1231 1.2429
H: 1.1296 2.0239 0.7988
H: -0.0834 2.5728 -0.3861

Atoms 1-6, force components in eV/Å:
C -0.12 0.76 -1.20
C -0.09 -0.08 0.63
N -0.63 -0.83 -0.14
C 0.12 0.87 -0.46
C 0.72 -0.35 0.52
C -0.29 -0.49 0.48

## Properties
lowest unoccupied orbital energy	1.08	eV
charge	0
SMILES	Cc1ccc[nH]1
HOMO energy	-8.1	eV
strongest force on any atom	1.42	eV Å⁻¹
ΔE to the lowest compared entry with this formula, charge and spin	0.227	eV
orbital gap	0.33776	Eh

***

# 3
Below is a single C5H11NO molecule, with properties calculated with ωB97M-V with the def2-TZVPD basis set.

Cartesian coordinates (Å):
C: 0.1137 -0.9261 -1.3628
C: 1.2616 1.1045 -0.5448
N: 0.1942 0.7988 0.2902
C: 1.0420 1.4555 1.1926
C: -0.0515 -0.5939 0.2780
C: -1.5023 -0.8602 0.7506
O: -2.3826 -0.0118 0.0541
H: 0.7917 -0.5797 -2.2147
H: -0.8728 -0.6943 -1.7584
H: 0.3332 -1.9769 -1.3325
H: 2.0912 0.3830 -0.6253
H: 1.1188 1.7179 -1.4389
H: 1.8932 0.9397 1.6539
H: 0.5825 2.2258 1.8543
H: 0.6750 -1.1410 0.9235
H: -1.7310 -1.8962 0.4953
H: -1.6714 -0.7618 1.8472
H: -1.8858 0.8165 -0.0624

Atoms 1-6, force components in eV/Å:
C -0.90 -1.12 0.85
C 1.26 2.60 2.14
N -0.42 -0.36 -0.31
C 0.87 0.61 -1.19
C 0.12 -0.79 -1.51
C 0.35 -0.45 -0.31

## Properties
lowest unoccupied orbital energy	1.04	eV
charge	0
SMILES	C[C@H](CO)N1CC1
HOMO energy	-9.4	eV
strongest force on any atom	3.60	eV Å⁻¹
ΔE to the lowest compared entry with this formula, charge and spin	4.775	eV
orbital gap	0.38375	Eh

***

# 4
Below is 11 unconnected molecules or ions with the total composition C37H93N3O16, with properties calculated with ωB97M-V with the def2-TZVPD basis set.

Cartesian coordinates (Å):
O: 1.1416 1.7089 -2.4982
H: 1.2261 2.6624 -2.5857
H: 0.6102 1.5897 -1.6982
O: -1.0670 0.5139 -4.1624
H: -0.5277 0.2472 -3.4094
H: -0.4227 0.7942 -4.8202
O: -3.9280 0.2406 0.8956
H: -4.1556 0.2135 -0.0437
H: -4.0362 -0.6752 1.2026
C: -2.3676 -5.4335 -7.0844
C: -1.1410 -5.6133 -6.2069
C: -0.0238 -4.7544 -6.8562
C: 1.1564 -4.4036 -5.9500
C: 0.6789 -3.8741 -4.5921
C: -0.3601 -4.7687 -3.9212
N: -1.3992 -5.0961 -4.8812
O: -2.5601 -5.6417 -4.2952
C: 0.3655 -5.9780 -3.2939
C: -0.9606 -3.9429 -2.7909
C: -0.6902 -7.0793 -6.2613
H: -2.7811 -4.4325 -6.9211
H: -3.1764 -6.1257 -6.8414
H: -2.1828 -5.5033 -8.1566
H: 0.3439 -5.2831 -7.7363
H: -0.4322 -3.7926 -7.1775
H: 1.7368 -3.5818 -6.3857
H: 1.9480 -5.1555 -5.8760
H: 0.3821 -2.8345 -4.7517
H: 1.5236 -3.8597 -3.8956
H: 0.7275 -5.6654 -2.3182
H: -0.4363 -6.7154 -3.1480
H: 1.0559 -6.5388 -3.9188
H: -1.4437 -3.0309 -3.1484
H: -1.7109 -4.4602 -2.1849
H: -0.1835 -3.7066 -2.0624
H: -1.4294 -7.7233 -5.7814
H: 0.2590 -7.2253 -5.7421
H: -0.5091 -7.4006 -7.2875
H: -3.1540 -4.8914 -4.1911
C: -0.1891 1.6307 7.6572
C: -1.0455 1.9139 6.4014
C: -0.1265 2.6464 5.3811
C: 0.6854 1.7560 4.4244
C: -0.2046 0.6678 3.8829
C: -0.8886 -0.1748 4.9727
N: -1.6876 0.7680 5.7297
O: -2.5297 0.0719 6.6523
C: -1.7666 -1.0823 4.0885
C: 0.1360 -1.0254 5.7337
C: -2.1556 2.8731 6.8223
H: -0.7900 1.1262 8.4214
H: 0.0202 2.5992 8.1184
H: 0.7394 1.0810 7.5424
H: -0.8115 3.2630 4.7897
H: 0.5680 3.2592 5.9559
H: 1.5692 1.4122 4.9752
H: 1.0934 2.3937 3.6356
H: 0.3888 0.0848 3.1678
H: -0.9076 1.1754 3.2126
H: -1.1331 -1.7906 3.5577
H: -2.4189 -1.6837 4.7350
H: -2.4422 -0.5219 3.4455
H: 0.4624 -0.5590 6.6552
H: -0.2207 -2.0373 5.9228
H: 1.0672 -1.1313 5.1679
H: -1.7658 3.8322 7.1666
H: -2.8144 2.4583 7.5822
H: -2.7282 3.1020 5.9183
H: -3.4035 0.2980 6.3185
C: 2.8332 7.2236 -0.4147
C: 2.9438 6.0803 0.6274
C: 2.9943 6.5985 2.0653
C: 1.5821 6.8609 2.5853
C: 0.6436 5.6774 2.4835
C: 0.5358 5.2201 1.0167
N: 1.8545 5.1204 0.4153
O: 1.8717 4.5208 -0.8461
C: -0.0366 3.7945 1.0653
C: -0.4834 6.1265 0.3000
C: 4.2865 5.4215 0.3056
H: 2.0078 7.9279 -0.2663
H: 2.7633 6.8399 -1.4310
H: 3.6989 7.8898 -0.3566
H: 3.5023 5.9389 2.7700
H: 3.5289 7.5488 2.0483
H: 1.1610 7.7378 2.0826
H: 1.6714 7.1559 3.6369
H: -0.3255 5.9180 2.9127
H: 1.0707 4.8348 3.0390
H: -1.0649 3.7793 1.4254
H: -0.0246 3.3709 0.0584
H: 0.6550 3.1612 1.6202
H: -0.0238 7.0484 -0.0543
H: -0.8516 5.5719 -0.5739
H: -1.3920 6.3214 0.8660
H: 4.5125 4.6220 1.0147
H: 5.0914 6.1530 0.4110
H: 4.3643 5.0572 -0.7180
H: 1.4428 5.1561 -1.4432
C: -0.8962 -0.3857 -0.3070
C: 0.4192 -1.0281 -0.6581
O: 1.3197 -1.1666 0.4603
O: -0.9844 1.0133 -0.6083
H: -0.8626 -0.3960 0.7902
H: -1.7675 -0.8626 -0.7599
H: 0.9487 -0.4726 -1.4419
H: 0.3182 -2.0416 -1.0457
H: 2.1124 -0.6839 0.1823
H: -1.7416 1.3713 -0.1311
C: 3.8923 1.8508 1.9981
C: 3.3012 1.6472 0.6141
O: 3.7147 0.3738 0.1102
O: 5.3018 2.0601 2.0132
H: 3.6044 1.0333 2.6562
H: 3.4125 2.7646 2.3861
H: 3.5550 2.4658 -0.0641
H: 2.2192 1.5990 0.7536
H: 4.6745 0.4236 0.0421
H: 5.4213 2.8995 1.5568
C: -3.8022 2.6812 -3.3805
C: -4.4740 1.3578 -2.9845
O: -3.6927 0.5910 -2.0972
O: -3.0336 2.4802 -4.5470
H: -3.2372 3.0392 -2.5020
H: -4.4919 3.5190 -3.5042
H: -4.7872 0.8377 -3.8926
H: -5.3973 1.6683 -2.4816
H: -2.8748 0.3592 -2.5534
H: -2.4392 1.7277 -4.3930
C: 2.7975 -4.4262 -0.5246
C: 3.7983 -5.4083 -1.1070
O: 4.6326 -4.7299 -2.0376
O: 3.4587 -3.1996 -0.2778
H: 2.2187 -4.8149 0.3238
H: 1.9550 -4.2256 -1.2057
H: 3.3036 -6.2532 -1.5875
H: 4.4433 -5.8679 -0.3482
H: 4.7677 -3.8578 -1.6447
H: 2.9073 -2.6126 0.2517
C: -3.2942 -4.7993 1.0405
C: -3.1324 -3.3239 0.6964
O: -3.9809 -2.5157 1.5445
O: -3.1473 -5.4856 -0.2064
H: -4.2583 -5.0537 1.4784
H: -2.4678 -5.0082 1.7244
H: -3.2749 -3.0358 -0.3470
H: -2.1393 -2.9509 0.9530
H: -4.8880 -2.5964 1.2281
H: -3.0222 -6.4287 -0.0676

Atoms 1-6, force components in eV/Å:
O 0.07 -0.13 -0.01
H 0.08 0.02 0.04
H -0.21 0.16 0.06
O -0.16 -0.43 -0.04
H 0.14 0.31 0.05
H 0.03 0.06 0.03

## Properties
lowest unoccupied orbital energy	0.30	eV
charge	0
SMILES	CC1(C)CCCC(C)(C)N1O.CC1(C)CCCC(C)(C)N1O.CC1(C)CCCC(C)(C)N1O.OCCO.OCCO.OCCO.OCCO.OCCO.O.O.O
HOMO energy	-8.1	eV
strongest force on any atom	2.11	eV Å⁻¹
ΔE to the lowest compared entry with this formula, charge and spin	0.631	eV
orbital gap	0.30816	Eh

***

Number 1: molecular weight 432.1 Da. Number 2: molecular weight 81.1 Da. Number 3: molecular weight 101.1 Da. Number 4: molecular weight 836.2 Da.